[1]
This record from the Open Molecules 2025 dataset describes 2 unconnected molecules or ions with the total composition C2H9NS. The level of theory is ωB97M-V/def2-TZVPD.

## Properties
multiplicity: 2
⟨S²⟩: 0.75
total charge: +1
relative energy (zero: lowest compared OMol25 entry of this formula, charge and spin): 3.074 eV

Each line ends with the natural charge from an NBO analysis.
Element x y z (Å)
S -1.198 -3.190 -1.526  0.612
H -1.345 -4.259 -2.294  0.170
C 0.464 0.048 -0.124  -0.637
C 0.612 1.456 0.513  -0.223
N -0.462 1.802 1.398  -0.848
H 0.464 -0.708 0.597  0.205
H -0.675 -0.001 -0.329  0.196
H 1.169 -0.362 -0.895  0.216
H 1.437 1.498 1.178  0.204
H 0.879 2.377 -0.164  0.178
H -0.207 2.566 2.122  0.384
H -1.277 2.138 0.897  0.355
H 0.139 -3.363 -1.372  0.189

[2]
This record from the Open Molecules 2025 dataset describes 2 unconnected molecules or ions with the total composition C2H9NS. The level of theory is ωB97M-V/def2-TZVPD.

## Properties
multiplicity: 2
⟨S²⟩: 0.75
total charge: +1
relative energy (zero: lowest compared OMol25 entry of this formula, charge and spin): 0.824 eV

Each line ends with the natural charge from an NBO analysis.
Element x y z (Å)
S -1.659 1.037 2.387  -0.313
H -2.551 0.186 2.899  0.168
C -0.187 0.671 -1.428  -0.499
N 1.056 0.155 -0.958  -0.073
C 1.008 -1.026 -0.096  -0.477
H -0.749 -0.186 -1.826  0.284
H -0.218 1.390 -2.245  0.269
H -0.761 1.085 -0.594  0.278
H 1.723 -0.047 -1.710  0.412
H -0.704 0.678 3.253  0.156
H 0.874 -1.911 -0.712  0.273
H 1.968 -1.114 0.399  0.264
H 0.201 -0.918 0.630  0.258

[3]
This record from the Open Molecules 2025 dataset describes 2 unconnected molecules or ions with the total composition C2H9NS2. The level of theory is ωB97M-V/def2-TZVPD.

## Properties
total charge: 0
relative energy (zero: lowest compared OMol25 entry of this formula, charge and spin): 0.701 eV
SMILES string: CCN.SS

Each line ends with the natural charge from an NBO analysis.
Element x y z (Å)
C 1.406 0.677 -0.891  -0.634
C 1.401 0.998 0.587  -0.225
N 0.175 0.702 1.321  -0.815
H 2.246 1.113 -1.417  0.214
H 0.508 0.939 -1.447  0.197
H 1.364 -0.408 -1.079  0.203
H 1.750 2.015 0.764  0.184
H 2.181 0.412 1.080  0.186
H -0.642 1.173 0.942  0.339
H 0.002 -0.267 1.060  0.348
S -1.761 -1.463 -0.820  -0.136
S -2.966 -2.276 0.670  -0.123
H -2.330 -0.251 -0.766  0.133
H -3.333 -3.364 -0.003  0.131

[4]
This record from the Open Molecules 2025 dataset describes 2 unconnected molecules or ions with the total composition C2H9NS2. The level of theory is ωB97M-V/def2-TZVPD.

## Properties
total charge: 0
relative energy (zero: lowest compared OMol25 entry of this formula, charge and spin): 1.926 eV
SMILES string: CCN.SS

Each line ends with the natural charge from an NBO analysis.
Element x y z (Å)
C -2.779 1.357 0.625  -0.614
C -2.615 -0.177 0.755  -0.215
N -1.387 -0.610 0.108  -0.839
H -2.571 1.657 -0.382  0.201
H -3.728 1.705 1.047  0.209
H -1.931 1.740 1.289  0.191
H -2.649 -0.333 1.833  0.184
H -3.460 -0.738 0.265  0.177
H -0.641 -0.472 0.829  0.337
H -0.953 0.029 -0.544  0.353
S 1.643 0.279 0.545  -0.226
S 1.816 -0.588 -1.368  -0.061
H 1.110 -0.229 1.714  0.153
H 2.447 -1.695 -0.861  0.150

[5]
This record from the Open Molecules 2025 dataset describes 2 unconnected molecules or ions with the total composition C2H9NS2. The level of theory is ωB97M-V/def2-TZVPD.

## Properties
total charge: 0
relative energy (zero: lowest compared OMol25 entry of this formula, charge and spin): 1.673 eV
SMILES string: CSS.CN

Each line ends with the natural charge from an NBO analysis.
Element x y z (Å)
C 4.347 0.472 -0.194  -0.810
S 3.013 -0.656 -0.096  0.096
S 2.159 -1.250 -1.843  -0.126
H 4.957 0.233 -1.110  0.243
H 4.928 0.629 0.721  0.253
H 3.869 1.507 -0.162  0.221
H 2.539 -2.529 -2.047  0.124
C -3.970 -0.051 0.270  -0.418
N -3.207 0.337 1.468  -0.828
H -3.945 0.759 -0.566  0.161
H -5.019 -0.386 0.419  0.201
H -3.483 -0.852 -0.242  0.188
H -2.416 0.998 1.334  0.357
H -3.771 0.790 2.048  0.340

[6]
This record from the Open Molecules 2025 dataset describes a single C2H9NSi2 molecule. The level of theory is ωB97M-V/def2-TZVPD.

## Properties
total charge: 0
relative energy (zero: lowest compared OMol25 entry of this formula, charge and spin): 3.259 eV

Each line ends with the natural charge from an NBO analysis.
Element x y z (Å)
C 0.191 1.338 -0.074  -0.566
C 0.944 -1.694 -0.251  -1.022
N -1.147 0.800 -0.283  -1.066
Si 1.696 -0.092 0.212  1.022
Si -1.853 -0.707 0.208  1.136
H 0.557 2.073 -0.825  0.202
H 0.419 2.025 0.747  0.191
H 1.144 -1.901 -1.250  0.209
H 0.469 -2.451 0.380  0.231
H -1.869 1.446 -0.538  0.398
H 2.670 0.457 -0.681  -0.176
H 2.138 0.379 1.532  -0.170
H -3.154 -0.699 -0.731  -0.177
H -2.204 -0.974 1.553  -0.212